i.
87
Properties=species:S:1:pos:R:3:mulliken_charge:R:1 method="wB97M-V/def2-TZVPD" charge=-2 orbital_gap_ev=3.454
K 0.079 -0.820 3.161 0.875
C -4.441 -2.451 4.724 -1.522
C -3.259 -2.282 3.803 0.465
N -2.814 -1.143 3.426 0.495
N -3.539 -0.051 3.805 -0.872
C -2.773 0.990 4.105 -0.131
O -1.530 0.992 4.226 -0.862
C -3.523 2.278 4.329 0.663
C -4.892 2.396 4.102 -0.213
C -5.532 3.611 4.300 -0.619
C -4.813 4.720 4.727 -0.296
C -3.448 4.607 4.953 -0.549
C -2.808 3.393 4.753 -0.480
C -2.562 -3.506 3.329 0.512
C -2.743 -4.708 4.014 -0.842
C -2.044 -5.838 3.621 -0.549
C -1.179 -5.749 2.550 -0.609
C -1.076 -4.522 1.910 -0.398
N -1.750 -3.434 2.261 0.054
H -4.830 -1.469 4.974 0.402
H -4.153 -2.965 5.644 0.297
H -5.230 -3.042 4.249 0.332
H -5.436 1.522 3.771 0.423
H -6.598 3.696 4.119 0.357
H -5.315 5.669 4.881 0.357
H -2.881 5.469 5.285 0.369
H -1.745 3.272 4.913 0.443
H -3.399 -4.753 4.870 0.230
H -2.156 -6.766 4.169 0.384
H -0.567 -6.581 2.234 0.394
H -0.388 -4.405 1.084 0.407
C 2.227 4.265 -10.376 -0.831
O 3.154 3.502 -9.635 -0.469
C 2.807 3.158 -8.358 1.019
C 3.741 2.399 -7.656 -0.752
C 3.476 2.004 -6.360 -0.430
C 2.279 2.352 -5.731 0.309
C 1.358 3.110 -6.443 -0.821
C 1.610 3.515 -7.746 -0.441
C 1.957 1.949 -4.354 0.156
N 0.836 2.237 -3.740 -0.825
C 0.956 1.674 -2.488 0.667
C 2.167 1.043 -2.354 -0.024
N 2.808 1.226 -3.560 -0.129
C 2.583 0.345 -1.174 0.970
C 3.802 -0.338 -1.032 -1.101
C 4.057 -0.991 0.143 -0.960
C 3.082 -0.961 1.158 0.262
N 1.935 -0.327 1.040 0.602
C 1.682 0.337 -0.101 -0.225
C 0.383 1.029 -0.211 -0.537
N -0.425 0.986 0.858 0.041
C -1.612 1.542 0.777 0.122
C -2.076 2.198 -0.372 -0.911
C -1.252 2.272 -1.466 -0.987
C 0.013 1.676 -1.400 1.088
H 2.680 4.430 -11.351 0.237
H 2.034 5.231 -9.900 0.330
H 1.281 3.731 -10.502 0.331
H 4.666 2.130 -8.147 0.399
H 4.221 1.412 -5.843 0.282
H 0.432 3.378 -5.954 0.488
H 0.868 4.103 -8.266 0.366
H 3.726 0.903 -3.800 0.174
H 4.524 -0.350 -1.843 0.310
H 4.976 -1.536 0.312 0.509
H 3.257 -1.484 2.092 -0.306
H -2.237 1.463 1.660 0.071
H -3.066 2.633 -0.381 0.470
H -1.552 2.770 -2.380 0.496
S 7.454 -4.609 3.717 -0.429
C 5.917 -3.939 3.796 0.016
S 4.512 -4.650 3.134 -0.152
C 3.307 -3.428 3.555 -0.332
C 3.805 -2.359 4.243 -0.035
S 3.037 -0.900 4.782 -0.489
S 5.545 -2.448 4.547 -0.166
S 1.701 -3.757 2.972 -0.189
C 0.255 -2.692 -0.971 -1.022
C -1.107 -2.063 -1.262 -0.313
O -1.792 -1.579 -0.128 -0.454
H 0.961 -2.477 -1.778 0.388
H 0.195 -3.776 -0.870 0.432
H 0.674 -2.300 -0.044 0.224
H -1.733 -2.782 -1.814 0.340
H -0.983 -1.191 -1.911 0.280
H -1.760 -2.199 0.625 0.431



ii.
87
Properties=species:S:1:pos:R:3:mulliken_charge:R:1 method="wB97M-V/def2-TZVPD" charge=-2 orbital_gap_ev=2.880
K -0.312 -0.015 -0.270 1.234
C 3.722 2.155 -2.097 -1.566
C 2.508 1.818 -1.279 0.271
N 2.186 0.633 -0.923 1.089
N 3.046 -0.399 -1.268 -1.119
C 2.415 -1.561 -1.258 -0.161
O 1.197 -1.821 -1.085 -0.931
C 3.335 -2.747 -1.488 0.334
C 4.665 -2.600 -1.875 -0.099
C 5.475 -3.711 -2.054 -0.655
C 4.970 -4.988 -1.841 -0.330
C 3.645 -5.141 -1.458 -0.594
C 2.833 -4.028 -1.290 -0.464
C 1.549 2.917 -0.914 0.632
C 1.658 4.172 -1.505 -0.815
C 0.685 5.125 -1.230 -0.504
C -0.365 4.794 -0.399 -0.605
C -0.391 3.518 0.155 -0.566
N 0.559 2.620 -0.065 0.190
H 4.349 1.272 -2.180 0.296
H 4.290 2.976 -1.650 0.342
H 3.433 2.476 -3.102 0.312
H 5.044 -1.598 -2.028 0.363
H 6.507 -3.579 -2.360 0.364
H 5.606 -5.856 -1.974 0.346
H 3.241 -6.133 -1.291 0.371
H 1.795 -4.125 -1.001 0.442
H 2.460 4.388 -2.196 0.341
H 0.735 6.102 -1.696 0.364
H -1.179 5.480 -0.208 0.439
H -1.223 3.182 0.769 0.448
C 2.619 -5.410 13.018 -0.826
O 1.646 -5.870 12.105 -0.472
C 1.539 -5.202 10.917 1.069
C 0.559 -5.673 10.043 -0.619
C 0.371 -5.069 8.819 -0.515
C 1.157 -3.979 8.437 0.291
C 2.127 -3.520 9.314 -0.702
C 2.330 -4.121 10.555 -0.703
C 0.919 -3.362 7.120 0.225
N 0.000 -3.755 6.274 -0.825
C 0.122 -2.901 5.192 1.015
C 1.134 -2.003 5.400 0.087
N 1.650 -2.307 6.643 -0.104
C 1.499 -0.982 4.461 0.492
C 2.514 -0.036 4.644 -0.644
C 2.740 0.892 3.657 -1.169
C 1.944 0.860 2.505 -0.120
N 0.985 -0.023 2.321 0.365
C 0.756 -0.940 3.267 -0.279
C -0.329 -1.912 3.018 -0.263
N -0.978 -1.811 1.852 0.557
C -1.980 -2.627 1.611 -0.492
C -2.384 -3.621 2.517 -0.996
C -1.712 -3.753 3.706 -0.637
C -0.653 -2.879 3.980 0.132
H 2.545 -6.055 13.890 0.239
H 2.425 -4.375 13.315 0.332
H 3.625 -5.484 12.596 0.328
H -0.044 -6.517 10.350 0.404
H -0.388 -5.429 8.139 0.502
H 2.756 -2.676 9.059 0.237
H 3.096 -3.732 11.209 0.366
H 2.401 -1.838 7.112 0.169
H 3.111 -0.030 5.549 0.332
H 3.514 1.642 3.757 0.427
H 2.077 1.571 1.697 0.148
H -2.487 -2.485 0.662 0.540
H -3.219 -4.261 2.266 0.399
H -1.982 -4.504 4.438 0.537
S -6.841 5.180 -1.386 -0.449
C -5.516 4.126 -1.189 0.051
S -4.317 3.852 -2.360 -0.170
C -3.352 2.642 -1.550 0.029
C -3.809 2.312 -0.302 -0.120
S -3.213 1.162 0.891 -0.509
S -5.239 3.177 0.192 -0.178
S -1.972 2.087 -2.483 -0.458
C -1.996 -3.822 -3.182 -1.052
C -1.884 -2.319 -2.998 -0.361
O -1.623 -1.966 -1.654 -0.150
H -2.217 -4.067 -4.225 0.406
H -2.793 -4.227 -2.556 0.231
H -1.062 -4.316 -2.909 0.243
H -2.814 -1.815 -3.265 0.342
H -1.105 -1.909 -3.651 0.282
H -0.683 -2.138 -1.475 0.269



Stability summary: most stable i, least stable ii.



i.
54
Properties=species:S:1:pos:R:3:mulliken_charge:R:1 method="wB97M-V/def2-TZVPD" charge=0 orbital_gap_ev=8.714 smiles="CCOc1ccc(-c2noc(CCCC(=O)NC3CCCC3)n2)cc1OC"
C 4.819 -2.499 -3.843 -1.457
C 3.394 -2.296 -3.352 -0.289
O 3.451 -2.090 -1.956 -0.373
C 2.298 -1.878 -1.274 1.122
C 1.030 -1.849 -1.832 -0.479
C -0.085 -1.611 -1.043 -1.073
C 0.061 -1.402 0.319 -0.195
C -1.093 -1.134 1.146 0.092
N -1.082 -1.127 2.455 -0.626
O -2.357 -0.836 2.821 -0.167
C -3.056 -0.680 1.697 0.743
C -4.491 -0.317 1.744 -0.991
C -4.661 1.209 1.725 -0.816
C -3.933 1.846 0.543 -0.874
C -2.457 2.075 0.865 0.442
O -2.028 2.121 1.998 -0.709
N -1.685 2.270 -0.224 -0.144
C -0.280 2.611 -0.148 0.047
C 0.562 1.738 -1.099 0.049
C 1.276 2.704 -2.050 -0.780
C 0.386 3.944 -2.061 -0.634
C -0.035 4.063 -0.600 -1.013
N -2.334 -0.861 0.634 -0.378
C 1.333 -1.440 0.899 -0.472
C 2.448 -1.673 0.121 0.891
O 3.727 -1.721 0.582 -0.446
C 3.939 -1.543 1.962 -0.937
H 4.822 -2.661 -4.917 0.419
H 5.260 -3.360 -3.349 0.330
H 5.418 -1.623 -3.609 0.326
H 2.784 -3.182 -3.580 0.373
H 2.943 -1.423 -3.845 0.350
H 0.897 -2.012 -2.890 0.378
H -1.071 -1.591 -1.479 0.481
H -4.930 -0.725 2.654 0.375
H -4.979 -0.754 0.871 0.306
H -4.245 1.628 2.644 0.403
H -5.727 1.438 1.685 0.394
H -4.024 1.222 -0.347 0.444
H -4.366 2.826 0.328 0.520
H -2.098 2.224 -1.141 0.329
H -0.006 2.467 0.899 0.557
H -0.099 1.072 -1.654 0.095
H 1.266 1.112 -0.555 -0.219
H 2.257 2.965 -1.652 0.334
H 1.414 2.277 -3.042 0.380
H -0.487 3.776 -2.695 0.246
H 0.905 4.831 -2.421 0.417
H 0.778 4.494 -0.016 0.287
H -0.922 4.680 -0.457 0.368
H 1.402 -1.276 1.961 0.622
H 5.015 -1.631 2.106 0.232
H 3.429 -2.312 2.550 0.359
H 3.608 -0.555 2.296 0.360



ii.
54
Properties=species:S:1:pos:R:3:mulliken_charge:R:1 method="wB97M-V/def2-TZVPD" charge=0 orbital_gap_ev=9.588 smiles="COCCCC1CCN(C(=O)c2cc(COc3ccc(C)nc3)on2)CC1"
C -6.070 -1.124 5.149 -0.681
O -6.329 -1.437 3.804 -0.346
C -6.571 -0.323 2.976 -0.793
C -5.323 0.505 2.647 -0.548
C -4.267 -0.350 1.950 -1.050
C -2.919 0.354 1.777 0.736
C -1.872 -0.628 1.242 -0.796
C -0.529 0.071 1.019 -0.897
N -0.701 1.179 0.111 0.111
C -0.256 1.286 -1.155 0.532
O -0.543 2.236 -1.870 -0.725
C 0.645 0.241 -1.717 0.560
C 1.324 0.428 -2.951 -0.365
C 1.993 -0.746 -3.140 0.206
C 2.871 -1.235 -4.250 -0.636
O 4.030 -1.897 -3.806 -0.462
C 5.002 -1.174 -3.174 0.524
C 6.132 -1.885 -2.762 -0.505
C 7.156 -1.210 -2.136 -0.496
C 7.038 0.166 -1.932 0.395
C 8.123 0.953 -1.266 -1.227
N 5.964 0.832 -2.320 -0.476
C 4.974 0.192 -2.919 -0.159
O 1.736 -1.567 -2.110 -0.257
N 0.909 -0.952 -1.241 -0.422
C -1.632 2.172 0.607 -1.211
C -3.010 1.545 0.821 -0.681
H -6.042 -2.072 5.683 0.247
H -6.865 -0.495 5.569 0.307
H -5.110 -0.613 5.278 0.259
H -6.981 -0.745 2.054 0.385
H -7.333 0.327 3.435 0.411
H -4.909 0.926 3.566 0.290
H -5.633 1.334 2.010 0.386
H -4.121 -1.256 2.542 0.339
H -4.644 -0.656 0.972 0.356
H -2.584 0.718 2.756 0.166
H -1.735 -1.452 1.943 0.454
H -2.215 -1.044 0.293 0.291
H 0.200 -0.628 0.615 0.593
H -0.162 0.470 1.973 0.270
H 1.293 1.302 -3.565 0.480
H 2.331 -1.994 -4.828 0.289
H 3.115 -0.392 -4.910 0.384
H 6.176 -2.948 -2.944 0.448
H 8.040 -1.735 -1.807 0.391
H 9.051 0.871 -1.829 0.318
H 8.303 0.576 -0.261 0.318
H 7.830 1.997 -1.209 0.317
H 4.135 0.816 -3.196 0.482
H -1.683 2.980 -0.124 0.474
H -1.248 2.566 1.555 0.360
H -3.684 2.305 1.216 0.408
H -3.399 1.209 -0.142 0.248



Stability summary: most stable i, least stable ii.



i.
9
Properties=species:S:1:pos:R:3:mulliken_charge:R:1 method="wB97M-V/def2-TZVPD" charge=0 orbital_gap_ev=10.070 smiles="C#CN=C=N.F"
C -1.702 -1.362 -0.424 -0.417
C -0.865 -0.547 -0.164 0.007
N 0.068 0.298 0.100 -0.396
C 1.230 -0.027 0.054 0.363
N 2.393 -0.130 -0.002 -0.348
H -2.331 -2.192 -0.439 0.441
H 3.112 -0.059 0.705 0.304
F -1.094 2.458 0.014 -0.455
H -0.810 1.560 0.155 0.502



ii.
9
Properties=species:S:1:pos:R:3:mulliken_charge:R:1 method="wB97M-V/def2-TZVPD" charge=0 orbital_gap_ev=9.509
C 1.690 1.744 0.098 -0.541
C 1.105 0.693 0.172 0.274
C -1.122 -0.914 -0.148 0.111
N -1.902 -0.186 0.432 -0.418
N 0.674 -0.537 0.343 -0.253
F 1.339 -1.454 -0.533 -0.226
H 2.178 2.672 0.098 0.424
H -1.056 -1.751 -0.819 0.360
H -2.906 -0.267 0.358 0.270



Stability summary: most stable i, least stable ii.



i.
12
Properties=species:S:1:pos:R:3:mulliken_charge:R:1 method="wB97M-V/def2-TZVPD" charge=+1 orbital_gap_ev="6.905 / 6.896"
C -0.163 -1.021 0.287 0.309
C 0.850 2.171 -0.384 -0.689
N 0.670 -1.988 0.325 -0.295
N -1.446 -1.124 0.100 -0.541
S 0.446 1.427 1.131 0.106
I -2.751 0.399 -0.176 0.322
H 0.163 1.793 -1.218 0.233
H 1.885 1.957 -0.800 0.312
H 0.545 3.171 -0.530 0.392
H 0.210 -2.956 0.242 0.263
H 1.569 -1.846 0.760 0.283
H -1.978 -1.983 0.263 0.305



ii.
12
Properties=species:S:1:pos:R:3:mulliken_charge:R:1 method="wB97M-V/def2-TZVPD" charge=+1 orbital_gap_ev=8.538
C 1.027 -1.907 -0.241 0.325
C -0.420 2.035 0.318 -0.932
N 0.856 -2.894 -0.770 -0.025
N 1.100 -0.843 0.401 -0.256
S -1.044 0.783 -0.846 -0.245
I -3.256 0.420 -0.190 0.204
H 0.457 2.545 -0.103 0.343
H -0.235 1.505 1.184 0.401
H -1.201 2.817 0.486 0.337
H 0.458 -3.823 -0.917 0.370
H 1.924 -0.450 0.736 0.286
H 0.334 -0.188 -0.058 0.193



Stability summary: most stable ii, least stable i.